Below is a structure of composition C2H5ErO2 at a distorted geometry, with properties calculated with ωB97M-V/def2-TZVPD.

multiplicity = 5
largest force on an atom = 0.1084 Eh/bohr
HOMO (alpha / beta) = -12.699 / -13.247 eV
total charge = +1

Geometry (Å):
Er1 1.07 0.73 -0.02
O1 0.85 0.51 2.22
O2 -1.70 -0.23 2.71
C1 0.20 1.10 3.29
C2 -0.89 0.18 3.81
H1 0.92 1.29 4.11
H2 -1.53 0.69 4.54
H3 -0.42 -0.72 4.25
H4 -0.25 2.09 3.08
H5 -1.13 -0.83 2.21

Below is a structure of composition C4H10N4 at a distorted geometry, with properties calculated with ωB97M-V/def2-TZVPD.

relative energy (zero: lowest compared OMol25 entry of this formula, charge and spin) = 806.58 kJ/mol
largest force on an atom = 0.1824 Eh/bohr
HOMO = -7.537 eV
total charge = 0

Geometry (Å):
N1 -2.21 0.37 0.65
N2 2.02 -0.92 0.78
N3 -1.54 1.20 -1.27
N4 0.38 0.71 1.89
C1 0.68 -0.23 0.87
C2 0.02 -0.27 -0.24
C3 0.66 -1.00 -1.42
C4 -1.31 0.50 -0.23
H1 2.54 -0.57 1.65
H2 0.99 0.83 3.01
H3 -0.33 -2.09 -1.21
H4 2.47 -0.80 -0.46
H5 1.83 -0.98 -1.48
H6 0.12 -0.30 -2.33
H7 -2.15 -0.29 1.53
H8 -0.87 1.53 -1.92
H9 -2.72 1.46 -1.68
H10 -0.59 0.86 1.86

Below is the ion C7H11N2 with charge +1 at a distorted geometry, with properties calculated with ωB97M-V/def2-TZVPD.

relative energy (zero: lowest compared OMol25 entry of this formula, charge and spin) = 353.31 kJ/mol
largest force on an atom = 0.0937 Eh/bohr
SMILES string = C=C=NCC1=[NH+]CCC1
HOMO = -12.410 eV
total charge = +1

Geometry (Å):
N1 -1.06 0.48 1.50
N2 1.66 0.35 -0.93
C1 0.75 -1.54 -2.01
C2 2.05 -0.70 -1.82
C3 -2.66 1.22 3.33
C4 -1.86 0.86 2.35
C5 -0.12 -1.00 -0.84
C6 -0.18 1.18 0.63
C7 0.49 0.22 -0.38
H1 2.26 1.04 -0.51
H2 -2.35 1.05 4.28
H3 -1.00 1.73 -0.03
H4 1.01 -2.69 -1.88
H5 -1.25 -0.85 -0.84
H6 2.31 -0.35 -2.78
H7 -0.10 -1.66 0.06
H8 2.68 -1.34 -1.35
H9 0.24 -1.27 -2.93
H10 -3.59 1.46 3.10
H11 0.72 1.82 1.04

Below is an isolated molecule of C6H7FN6 at a distorted geometry, with properties calculated with ωB97M-V/def2-TZVPD.

relative energy (zero: lowest compared OMol25 entry of this formula, charge and spin) = 31.42 kJ/mol
largest force on an atom = 0.1346 Eh/bohr
SMILES string = CCc1[nH]nc(-c2nnn[nH]2)c1F
HOMO = -9.786 eV
total charge = 0

Geometry (Å):
F1 1.59 0.93 -0.59
N1 -1.36 -0.43 0.76
N2 -1.04 -1.19 -3.40
N3 1.01 -0.58 -3.29
N4 -0.40 -1.18 -4.63
N5 -1.56 -0.88 -0.46
N6 0.68 -0.69 -4.59
C1 0.09 1.18 2.11
C2 0.39 0.32 -0.31
C3 0.31 0.33 3.26
C4 -0.24 0.35 0.92
C5 -0.22 -0.76 -2.55
C6 -0.50 -0.56 -1.12
H1 -0.44 -0.39 3.54
H2 -0.79 1.82 2.41
H3 0.90 1.87 1.90
H4 0.55 0.90 4.18
H5 -1.96 -0.57 1.62
H6 1.80 -0.09 -2.84
H7 1.18 -0.40 3.11

Below is a structure of composition C8H22N3Si at a distorted geometry, with properties calculated with ωB97M-V/def2-TZVPD.

relative energy (zero: lowest compared OMol25 entry of this formula, charge and spin) = 120.31 kJ/mol
largest force on an atom = 0.1122 Eh/bohr
HOMO = -13.681 eV
total charge = +1

Geometry (Å):
Si1 -0.45 -0.60 3.14
N1 -1.07 -2.26 -2.74
N2 -0.17 0.03 1.48
N3 -1.79 2.06 1.05
C1 2.04 0.41 -1.17
C2 -0.82 -1.61 -1.80
C3 -2.90 1.73 0.14
C4 2.31 -0.43 1.03
C5 1.12 0.63 1.19
C6 -1.32 -3.13 -3.85
C7 1.05 1.19 -0.30
C8 3.13 0.04 -0.17
H1 -2.08 -3.96 -3.73
H2 -1.34 2.90 0.70
H3 -3.64 2.50 0.10
H4 1.92 -1.42 0.92
H5 -0.05 1.23 -0.52
H6 -0.23 -2.06 3.24
H7 3.71 -0.81 -0.53
H8 -2.61 1.70 -0.81
H9 1.42 -0.47 -1.43
H10 1.41 2.22 -0.51
H11 -0.22 -0.56 0.66
H12 -1.93 -0.41 3.14
H13 -0.96 1.05 1.38
H14 -3.20 0.77 0.29
H15 1.25 1.49 1.74
H16 3.64 0.87 0.01
H17 -0.39 -3.60 -3.97
H18 2.49 0.91 -1.95
H19 0.18 0.52 4.08
H20 -2.16 2.18 2.00
H21 -1.33 -2.47 -4.67
H22 2.98 -0.65 1.85

Below is a structure of composition C20H23O17Pd2 at a distorted geometry, with properties calculated with ωB97M-V/def2-TZVPD.

multiplicity = 5
largest force on an atom = 0.0398 Eh/bohr
HOMO (alpha / beta) = -11.514 / -11.382 eV
total charge = +1

Geometry (Å):
Pd1 0.24 -12.31 -10.97
Pd2 3.08 -13.88 -12.03
O1 -2.92 -9.93 -12.03
O2 0.85 -6.41 -7.31
O3 4.46 -13.17 -13.92
O4 -0.86 -10.82 -12.25
O5 -1.14 -8.68 -11.67
O6 4.88 -7.08 -14.87
O7 2.07 -12.00 -12.04
O8 4.80 -8.71 -16.39
O9 4.35 -16.04 -7.32
O10 0.21 -16.58 -10.58
O11 2.78 -18.26 -7.10
O12 4.62 -12.99 -16.15
O13 1.39 -14.11 -10.28
O14 5.63 -11.50 -14.86
O15 1.42 -4.94 -8.92
O16 6.64 -8.45 -15.09
O17 1.25 -7.09 -9.40
C1 1.16 -6.15 -8.42
C2 5.69 -6.87 -13.68
C3 1.64 -5.02 -10.34
C4 2.49 -17.39 -7.87
C5 -3.40 -8.59 -12.14
C6 5.39 -8.13 -15.53
C7 1.01 -16.42 -9.65
C8 1.81 -6.53 -10.58
C9 2.84 -14.94 -8.72
C10 6.29 -11.43 -16.13
C11 2.75 -10.79 -12.16
C12 7.01 -7.40 -14.19
C13 -1.59 -9.89 -12.01
C14 -2.25 -7.76 -11.55
C15 4.89 -12.63 -14.90
C16 1.68 -15.06 -9.54
C17 2.29 -9.91 -13.32
C18 1.39 -17.51 -8.84
C19 5.23 -11.99 -17.03
C20 3.32 -16.08 -7.94
H1 5.28 -7.45 -12.85
H2 7.63 -6.66 -14.70
H3 -4.33 -8.43 -11.62
H4 2.60 -10.17 -11.26
H5 1.26 -6.97 -11.41
H6 7.67 -7.68 -13.37
H7 3.39 -14.01 -8.70
H8 -3.51 -8.37 -13.20
H9 2.90 -9.01 -13.45
H10 2.90 -6.66 -10.64
H11 0.95 -18.49 -8.98
H12 7.20 -12.00 -16.35
H13 6.61 -10.41 -16.30
H14 2.29 -10.41 -14.30
H15 3.83 -10.94 -12.31
H16 5.63 -5.80 -13.49
H17 4.41 -11.31 -17.28
H18 -2.47 -7.48 -10.52
H19 -1.94 -6.92 -12.16
H20 0.76 -4.53 -10.75
H21 1.29 -9.52 -13.13
H22 5.55 -12.43 -17.98
H23 2.51 -4.43 -10.63

Below is a structure of composition C32H32KN8S, with properties calculated with ωB97M-V/def2-TZVPD.

relative energy (zero: lowest compared OMol25 entry of this formula, charge and spin) = 59.76 kJ/mol
largest force on an atom = 0.0166 Eh/bohr
HOMO = -2.836 eV
total charge = -1

Geometry (Å):
K1 -0.46 0.25 -0.13
S1 -3.39 1.55 1.51
N1 1.75 -0.17 -1.47
N2 -0.23 -1.86 -1.78
N3 -0.82 -1.16 4.27
N4 -1.11 2.80 -0.02
N5 -2.61 -0.62 -1.70
N6 -2.04 2.89 3.33
N7 -1.22 3.20 1.25
N8 -0.53 1.84 -2.48
C1 0.13 3.57 -4.53
C2 -0.34 3.14 -2.21
C3 3.42 -1.70 -2.20
C4 -0.01 -4.36 -2.91
C5 -0.06 2.21 -4.79
C6 -4.90 -1.99 -0.95
C7 2.44 -0.04 4.07
C8 4.03 0.52 -1.55
C9 -0.08 -1.97 5.23
C10 1.48 -0.75 1.93
C11 2.09 -1.38 -1.92
C12 -0.49 3.59 -0.83
C13 -0.04 0.01 3.83
C14 0.07 4.92 -0.40
C15 2.68 0.74 -1.29
C16 3.73 -0.36 3.64
C17 -3.73 -2.68 -1.24
C18 2.79 -1.09 1.55
C19 -0.39 1.40 -3.72
C20 -0.01 4.04 -3.24
C21 4.39 -0.74 -2.01
C22 -1.37 -1.98 3.21
C23 1.12 -3.59 -2.69
C24 -2.61 -1.95 -1.63
C25 -1.32 -2.59 -1.99
C26 -3.73 0.04 -1.42
C27 3.90 -0.91 2.38
C28 1.34 -0.26 3.24
C29 0.97 -2.32 -2.13
C30 -4.91 -0.61 -1.06
C31 -1.26 -3.86 -2.58
C32 -2.14 2.59 1.99
H1 -3.67 1.12 -1.48
H2 -2.16 -4.42 -2.78
H3 0.38 4.25 -5.34
H4 2.97 -1.53 0.57
H5 0.27 -1.33 6.05
H6 0.98 5.17 -0.95
H7 -2.85 2.70 3.88
H8 0.79 -2.48 4.79
H9 2.31 0.37 5.06
H10 3.70 -2.68 -2.55
H11 -1.48 3.70 3.57
H12 4.89 -1.19 2.03
H13 -0.66 0.56 3.11
H14 0.05 1.81 -5.79
H15 -0.55 0.33 -3.85
H16 2.09 -3.96 -2.96
H17 -2.05 -2.72 3.65
H18 0.08 -5.34 -3.36
H19 4.58 -0.19 4.29
H20 4.76 1.29 -1.38
H21 -0.65 5.73 -0.54
H22 -0.76 -2.72 5.65
H23 -3.69 -3.76 -1.14
H24 -0.60 -2.51 2.63
H25 -5.79 -0.03 -0.82
H26 -1.94 -1.34 2.53
H27 0.07 0.64 4.72
H28 0.30 4.86 0.66
H29 0.11 5.09 -3.03
H30 -5.78 -2.52 -0.64
H31 5.43 -0.96 -2.21
H32 2.34 1.70 -0.91

Below is a structure of composition C16H22N7ORuS2, with properties calculated with ωB97M-V/def2-TZVPD.

relative energy (zero: lowest compared OMol25 entry of this formula, charge and spin) = 0.00 kJ/mol
largest force on an atom = 0.0017 Eh/bohr
HOMO = -17.716 eV
total charge = +3

Geometry (Å):
Ru1 -0.22 0.08 0.61
S1 0.03 1.58 2.19
S2 -0.66 1.24 -1.25
O1 0.29 -1.36 2.21
N1 1.82 -0.52 0.28
N2 -2.56 1.69 1.51
N3 0.75 2.49 -3.08
N4 -1.16 -1.62 -0.02
N5 -1.77 3.50 2.68
N6 -2.18 0.50 0.97
N7 1.59 2.73 -0.96
C1 0.71 2.22 -1.80
C2 3.76 -1.54 1.23
C3 -1.26 -3.84 -0.87
C4 3.76 -0.88 -1.06
C5 -3.09 -0.35 0.60
C6 1.69 3.43 -3.70
C7 -3.29 -2.66 -0.38
C8 -0.55 -2.73 -0.44
C9 -2.65 -3.80 -0.84
C10 -1.60 2.34 2.08
C11 -2.52 -1.58 0.03
C12 2.46 -0.45 -0.90
C13 2.46 -1.09 1.33
C14 4.43 -1.42 0.03
C15 1.68 -1.23 2.60
C16 -4.55 -0.14 0.74
H1 1.48 2.58 0.03
H2 -4.76 0.76 1.31
H3 -4.36 -2.61 -0.32
H4 4.24 -1.99 2.09
H5 1.47 3.48 -4.76
H6 -5.00 -0.04 -0.25
H7 1.81 -0.35 3.25
H8 1.56 4.43 -3.27
H9 5.45 -1.76 -0.07
H10 -0.27 -1.43 3.00
H11 -3.23 -4.65 -1.17
H12 -5.01 -0.99 1.22
H13 2.71 3.08 -3.58
H14 2.31 3.37 -1.26
H15 0.05 2.06 -3.67
H16 -0.73 -4.71 -1.22
H17 4.23 -0.81 -2.03
H18 0.53 -2.72 -0.45
H19 1.98 -2.12 3.15
H20 1.90 -0.06 -1.73
H21 -2.70 3.89 2.75
H22 -1.03 3.98 3.17

Below is a cluster of 2 separate species, H4O2 in total at a distorted geometry, with properties calculated with ωB97M-V/def2-TZVPD.

relative energy (zero: lowest compared OMol25 entry of this formula, charge and spin) = 17.56 kJ/mol
largest force on an atom = 0.0551 Eh/bohr
SMILES string = O.O
HOMO = -10.774 eV
total charge = 0

Geometry (Å):
O1 -0.44 -1.01 1.12
O2 0.42 0.69 -0.83
H1 -0.53 -0.34 0.35
H2 1.32 0.29 -0.78
H3 0.27 1.16 -1.64
H4 -1.04 -0.78 1.79

Below is a cluster of 2 separate species, C9H23N2Si in total at a distorted geometry, with properties calculated with ωB97M-V/def2-TZVPD.

relative energy (zero: lowest compared OMol25 entry of this formula, charge and spin) = 704.20 kJ/mol
largest force on an atom = 0.1127 Eh/bohr
HOMO (alpha / beta) = -12.900 / -12.899 eV
total charge = +1

Geometry (Å):
Si1 1.58 -2.28 0.42
N1 0.45 0.79 0.12
N2 -1.90 -0.40 -1.13
C1 -2.41 -1.25 1.09
C2 1.72 1.41 0.25
C3 3.31 -1.52 0.70
C4 1.24 2.86 0.66
C5 0.13 -1.27 -0.30
C6 2.58 1.54 -1.04
C7 -0.89 -1.43 -1.29
C8 -2.46 -0.01 0.29
C9 -3.79 0.63 0.21
H1 0.64 3.27 -0.04
H2 -4.09 0.96 -0.78
H3 1.78 1.75 -1.84
H4 -3.96 1.39 0.90
H5 -0.59 -1.37 -2.36
H6 4.08 -2.23 1.16
H7 3.57 -0.53 1.27
H8 1.13 -2.73 1.75
H9 2.06 3.45 0.94
H10 3.66 -1.24 -0.26
H11 1.63 -3.23 -0.73
H12 2.33 0.99 1.15
H13 -2.75 -0.46 -1.66
H14 3.02 0.53 -1.28
H15 -4.62 -0.14 0.50
H16 0.63 2.95 1.65
H17 3.32 2.36 -1.06
H18 -1.82 0.72 0.78
H19 -1.29 -2.49 -1.01
H20 -3.02 -1.89 0.47
H21 -2.69 -1.09 2.07
H22 -0.14 1.04 -0.60
H23 -1.33 -1.57 1.10

Below is a cluster of 2 separate species, C4H12N2O2 in total at a distorted geometry, with properties calculated with ωB97M-V/def2-TZVPD.

relative energy (zero: lowest compared OMol25 entry of this formula, charge and spin) = 137.75 kJ/mol
largest force on an atom = 0.0242 Eh/bohr
SMILES string = CCNC(=O)CN.O
HOMO = -8.974 eV
total charge = 0

Geometry (Å):
O1 2.62 0.47 -0.65
O2 -2.57 0.13 -2.55
N1 1.23 -1.02 0.31
N2 1.19 2.62 -0.05
C1 0.77 1.39 0.55
C2 1.62 0.25 0.02
C3 -1.24 -1.54 0.34
C4 0.07 -1.38 1.10
H1 1.62 -1.71 -0.32
H2 0.28 -2.33 1.59
H3 -0.26 1.16 0.35
H4 -1.29 -2.37 -0.37
H5 0.93 1.41 1.64
H6 -2.74 0.05 -1.61
H7 -1.70 -0.13 -2.83
H8 -2.04 -1.63 1.09
H9 -0.07 -0.63 1.85
H10 2.04 2.53 -0.58
H11 1.07 3.47 0.48
H12 -1.52 -0.75 -0.35

Below is a cluster of 2 separate species, C9H9NO5 in total at a distorted geometry, with properties calculated with ωB97M-V/def2-TZVPD.

relative energy (zero: lowest compared OMol25 entry of this formula, charge and spin) = 278.68 kJ/mol
largest force on an atom = 0.0415 Eh/bohr
SMILES string = O=C1NC(=O)c2cc(COO)ccc21.O
HOMO = -9.949 eV
total charge = 0

Geometry (Å):
O1 -4.41 -0.40 -0.14
O2 2.98 -2.89 -0.70
O3 -3.46 -0.02 0.85
O4 3.04 1.39 0.73
O5 1.16 3.30 -0.88
N1 3.38 -0.92 0.46
C1 0.01 0.63 0.46
C2 -1.22 -1.27 -0.39
C3 -1.17 0.02 0.11
C4 -2.48 0.80 0.24
C5 -0.06 -2.00 -0.54
C6 2.60 0.29 0.54
C7 1.16 -0.09 0.29
C8 1.10 -1.39 -0.18
C9 2.52 -1.88 -0.22
H1 -2.77 1.07 -0.78
H2 3.47 -1.27 1.42
H3 -4.43 -1.36 -0.09
H4 1.04 4.25 -0.80
H5 0.06 1.64 0.85
H6 -2.32 1.70 0.83
H7 -2.16 -1.72 -0.69
H8 -0.04 -3.02 -0.90
H9 2.01 3.13 -0.44